[1]
# C6H17N2

A 2-piece molecular cluster, C6H17N2 overall in a non-equilibrium geometry (ωB97M-V with the def2-TZVPD basis set, OMol25).

Cartesian coordinates (Å):
1 N 2.717 0.409 1.666
2 C 0.500 -0.235 0.099
3 C -0.115 1.106 0.164
4 C -1.156 1.224 1.247
5 C -1.904 2.476 1.464
6 C 0.776 -0.942 -1.201
7 N -0.537 -1.365 -1.733
8 C -0.495 -2.671 -2.480
9 H 2.785 0.255 0.697
10 H 1.866 -0.003 1.983
11 H 3.569 0.060 2.099
12 H 0.872 -0.765 0.949
13 H -0.644 1.154 -0.805
14 H 0.537 2.004 0.084
15 H -1.823 0.364 1.145
16 H -0.596 1.092 2.160
17 H -2.136 2.847 0.458
18 H -1.263 3.175 2.023
19 H -2.853 2.333 2.001
20 H 1.457 -1.905 -1.049
21 H 1.236 -0.300 -2.011
22 H -1.360 -1.262 -1.054
23 H 0.168 -2.632 -3.356
24 H -0.102 -3.429 -1.766
25 H -1.501 -2.989 -2.783

Its net charge is +2. As for the HOMO energy (alpha / beta): -17.71 / -17.79 eV. Its multiplicity is 2. Its total energy is -347.4380 Eh. The value obtained for the energy above the lowest of the compared OMol25 structures with the same formula, charge and spin is 118.8 kcal per mole.



[2]
# C6H17N2O2Si

An isolated ion of composition C6H17N2O2Si and charge +1 in a non-equilibrium geometry (ωB97M-V with the def2-TZVPD basis set, OMol25).

Cartesian coordinates (Å):
1 C 0.501 0.063 -0.693
2 C -1.620 2.388 0.360
3 C 1.013 3.480 -1.162
4 C -0.907 -0.843 1.995
5 C 1.733 -2.276 0.912
6 C -1.161 -2.490 -0.591
7 N 0.170 1.310 -0.546
8 N 1.475 -0.260 -1.954
9 O -0.401 1.809 0.608
10 O 0.437 2.203 -1.474
11 Si 0.069 -1.516 0.494
12 H -1.800 2.288 -0.710
13 H -1.697 3.441 0.663
14 H -2.286 1.803 0.856
15 H 2.149 3.439 -1.103
16 H 0.672 3.820 -0.211
17 H 0.720 4.173 -2.054
18 H -0.981 -1.657 2.598
19 H -0.362 -0.189 2.660
20 H -1.925 -0.463 1.838
21 H 2.340 -2.747 0.019
22 H 2.378 -1.651 1.564
23 H 1.547 -3.290 1.355
24 H -0.746 -2.603 -1.611
25 H -1.584 -3.468 -0.371
26 H -2.091 -1.864 -0.472
27 H 1.360 0.299 -2.776
28 H 1.874 -1.162 -2.144

As for the SMILES: CON(OC)C(=[NH2+])[Si](C)(C)C. Its net charge is +1. As for the HOMO energy: -13.83 eV. Its total energy is -787.8781 Eh. The value obtained for the energy above the lowest of the compared OMol25 structures with the same formula, charge and spin is 116.5 kcal per mole.



[3]
# C6H17N2OP

A 2-piece molecular cluster, C6H17N2OP overall in a non-equilibrium geometry (ωB97M-V with the def2-TZVPD basis set, OMol25).

Cartesian coordinates (Å):
1 C -0.161 -2.774 -1.175
2 C -2.366 2.446 -0.505
3 C -0.789 -2.161 0.068
4 C -1.658 1.098 -0.544
5 C 0.168 -1.184 0.762
6 C -0.273 1.176 0.096
7 N 3.398 0.727 1.739
8 N 0.511 -0.030 -0.035
9 O 1.989 1.111 -1.764
10 P 1.863 -0.137 -1.016
11 H 0.755 -3.301 -0.917
12 H -0.846 -3.476 -1.647
13 H 0.084 -2.001 -1.905
14 H -1.779 3.201 -1.022
15 H -3.337 2.374 -0.988
16 H -2.518 2.770 0.523
17 H -1.035 -2.950 0.781
18 H -1.715 -1.657 -0.203
19 H -1.549 0.769 -1.580
20 H -2.269 0.365 -0.014
21 H -0.264 -0.845 1.708
22 H 1.097 -1.716 0.979
23 H 0.300 1.967 -0.396
24 H -0.369 1.429 1.159
25 H 3.183 0.489 2.700
26 H 4.394 0.604 1.602
27 H 3.185 1.706 1.594

As for the SMILES: CCCN(CCC)P=O.N. As for the HOMO energy: -9.14 eV. Its total energy is -764.9517 Eh. The value obtained for the energy above the lowest of the compared OMol25 structures with the same formula, charge and spin is 0.0 kcal per mole.



[4]
# C6H17N3

A 2-piece molecular cluster, C6H17N3 overall in a non-equilibrium geometry (ωB97M-V with the def2-TZVPD basis set, OMol25).

Cartesian coordinates (Å):
1 C -0.704 0.765 -1.815
2 C -1.797 1.795 -2.060
3 N -0.933 -0.514 -2.392
4 H -1.923 -0.749 -2.336
5 H -0.460 -1.275 -1.651
6 H 0.271 1.144 -2.141
7 H -0.514 0.624 -0.672
8 H -1.851 2.007 -3.127
9 H -2.771 1.420 -1.747
10 H -1.591 2.725 -1.533
11 C 1.254 0.623 2.206
12 C -0.665 -0.896 2.294
13 C 2.127 -0.551 -0.256
14 N 0.592 -0.545 1.664
15 C 0.779 -0.883 0.334
16 N 0.142 -1.845 -0.271
17 H -0.658 -2.211 0.233
18 H 2.321 0.592 1.994
19 H 0.840 1.557 1.802
20 H 1.139 0.632 3.289
21 H -1.521 -0.393 1.825
22 H -0.632 -0.609 3.343
23 H -0.819 -1.976 2.256
24 H 2.173 -0.976 -1.255
25 H 2.269 0.526 -0.322
26 H 2.932 -0.983 0.337

As for the SMILES: [H]/N=C(/C)N(C)C.CCN. As for the HOMO energy: -8.07 eV. Its total energy is -403.0247 Eh. The value obtained for the energy above the lowest of the compared OMol25 structures with the same formula, charge and spin is 31.1 kcal per mole.



[5]
# C6H17N3

One molecule with the formula C6H17N3 in a non-equilibrium geometry (ωB97M-V with the def2-TZVPD basis set, OMol25).

Cartesian coordinates (Å):
1 C 0.544 0.459 -0.374
2 C -0.578 -0.147 0.391
3 C 1.774 -0.131 0.933
4 C -1.998 0.089 -0.672
5 C 3.098 -0.407 0.242
6 C -3.023 -0.987 -0.363
7 N 0.766 -0.123 -1.636
8 N 0.572 1.857 -0.431
9 N -0.922 0.590 1.587
10 H -0.507 -1.238 0.447
11 H 1.513 0.326 -2.147
12 H 0.186 2.247 -1.279
13 H 0.902 -1.123 -1.593
14 H 0.147 2.261 0.396
15 H -0.358 0.288 2.371
16 H -1.900 0.453 1.811
17 H 1.525 -0.982 1.573
18 H 1.870 0.731 1.593
19 H -1.671 0.033 -1.710
20 H -2.390 1.090 -0.485
21 H 3.031 -1.302 -0.385
22 H 3.901 -0.602 0.957
23 H 3.380 0.448 -0.374
24 H -3.348 -0.947 0.679
25 H -3.912 -0.902 -0.993
26 H -2.603 -1.980 -0.538

As for the SMILES: CC[C@H](N)C(N)(N)CC. As for the HOMO energy: -7.70 eV. Its total energy is -403.0157 Eh. The value obtained for the energy above the lowest of the compared OMol25 structures with the same formula, charge and spin is 36.7 kcal per mole.



[6]
# C6H17N4O

A 2-piece molecular cluster, C6H17N4O overall in a non-equilibrium geometry (ωB97M-V with the def2-TZVPD basis set, OMol25).

Cartesian coordinates (Å):
1 C -1.053 1.509 -1.302
2 C -0.011 0.986 -2.342
3 C -2.001 0.449 -0.893
4 O -1.757 -0.446 -0.070
5 N -3.222 0.380 -1.493
6 H -0.464 2.013 -0.471
7 H -1.714 2.311 -1.725
8 H 0.487 1.806 -2.865
9 H -0.530 0.318 -3.014
10 H -3.795 -0.412 -1.251
11 H -3.397 1.012 -2.244
12 H 0.600 0.403 -1.651
13 C 1.078 0.903 1.813
14 C 2.427 1.286 1.188
15 C 1.066 -1.315 0.850
16 N 0.345 -0.278 1.369
17 N 2.362 -1.560 1.010
18 N 0.299 -2.251 0.260
19 H 1.262 0.967 2.901
20 H 0.409 1.745 1.584
21 H 3.348 0.915 1.597
22 H 2.579 2.366 1.162
23 H -0.698 -0.231 1.112
24 H 3.006 -0.915 1.421
25 H 2.904 -1.850 0.200
26 H -0.716 -2.177 0.473
27 H 0.656 -2.867 -0.439
28 H 2.570 1.139 0.070

Its net charge is +1. As for the HOMO energy: -13.49 eV. Its total energy is -532.8742 Eh. The value obtained for the energy above the lowest of the compared OMol25 structures with the same formula, charge and spin is 20.9 kcal per mole.